[1]
8
Properties=species:S:1:pos:R:3 method="wB97M-V/def2-TZVPD" fmax_ev_per_a=4.432 e_homo_ev=-8.45 smiles=C1[C@@H]2S[C@H]12 de_lowest_ev=1.511 lumo_ev=1.0 energy_ev=-14008.0684
C -0.184 -0.020 0.671
C 0.668 0.749 -0.394
C 0.716 -0.726 -0.374
S 2.246 -0.001 0.128
H 0.095 -0.107 1.639
H -1.293 0.127 0.684
H 0.594 1.532 -1.099
H 0.451 -1.487 -0.972

***

[2]
53
Properties=species:S:1:pos:R:3 method="wB97M-V/def2-TZVPD" charge=+3 fmax_ev_per_a=1.501 e_homo_ev="-17.24 / -17.24" de_lowest_ev=2.306 lumo_ev="-11.4 / -11.4" energy_ev=-47935.6056
Ru 1.279 -0.507 -0.222
S 3.212 -1.438 -0.238
C 3.061 -1.503 1.576
C 3.898 -2.119 2.469
C 3.514 -2.071 3.811
C 2.323 -1.463 4.172
C 1.531 -0.893 3.187
N 1.911 -0.887 1.907
H 4.802 -2.618 2.150
H 4.146 -2.524 4.564
H 2.005 -1.433 5.204
H 0.583 -0.424 3.417
N 1.299 4.253 -1.626
C 1.303 3.876 -0.170
C 0.832 2.439 0.016
N 1.643 1.477 -0.779
C 1.624 1.867 -2.221
C 2.124 3.286 -2.436
H 1.663 5.205 -1.737
H 0.340 4.280 -1.985
H 0.661 4.570 0.370
H 2.328 4.011 0.176
H -0.212 2.321 -0.289
H 0.905 2.191 1.076
H 2.618 1.538 -0.469
H 0.599 1.740 -2.576
H 2.249 1.175 -2.781
H 2.053 3.571 -3.484
H 3.157 3.417 -2.111
C -3.317 -1.447 -4.398
C -2.274 -2.333 -4.151
C -1.542 -2.231 -2.981
C -1.890 -1.266 -2.023
C -2.956 -0.383 -2.277
C -3.656 -0.471 -3.466
Si -0.979 -1.210 -0.457
C -1.755 -1.321 1.187
C -1.386 -2.359 2.061
C -2.050 -2.505 3.264
C -3.038 -1.592 3.632
C -3.389 -0.541 2.791
C -2.760 -0.405 1.567
H -3.871 -1.520 -5.324
H -2.031 -3.100 -4.874
H -0.717 -2.914 -2.812
H -3.267 0.351 -1.542
H -4.486 0.194 -3.663
H 1.121 -0.714 -1.779
H -0.614 -3.071 1.788
H -1.803 -3.331 3.918
H -3.542 -1.706 4.583
H -4.169 0.148 3.084
H -3.080 0.390 0.903

***

[3]
128
Properties=species:S:1:pos:R:3 method="wB97M-V/def2-TZVPD" charge=-1 fmax_ev_per_a=8.717 e_homo_ev=-5.51 lumo_ev=0.7 energy_ev=-135175.4191
O -0.178 -4.987 -1.530
C -1.147 -4.383 -2.224
O -2.572 -4.710 -1.906
C -0.754 -3.298 -3.411
C -0.646 -1.827 -2.679
C 0.921 -1.246 -2.615
C 0.975 0.293 -1.964
C 2.459 0.716 -1.412
O 3.399 -0.399 -1.222
C 3.714 -0.633 0.197
F 4.376 0.520 0.875
F 2.519 -1.134 0.922
F 4.731 -1.749 0.220
O 0.062 0.270 -0.814
C -0.889 1.390 -0.817
O -0.620 2.663 -0.487
C -2.460 1.032 -1.208
P -3.313 0.635 0.498
O -4.207 -0.698 0.413
O -2.161 0.371 1.787
O -4.426 1.948 0.894
C 0.573 1.335 -3.162
O 0.910 2.656 -3.166
O -0.161 0.894 -4.394
H -3.032 -3.887 -1.520
H -1.712 -3.252 -4.121
H 0.220 -3.570 -4.004
H -1.377 -1.108 -3.245
H -1.086 -1.953 -1.580
H 1.396 -1.303 -3.685
H 1.495 -2.036 -1.927
H 3.006 1.486 -2.143
H 2.297 1.328 -0.403
H -2.575 0.049 -1.838
H -3.037 1.912 -1.719
H -1.749 1.264 1.989
H -4.048 2.727 0.351
C -3.594 5.014 3.343
N -3.036 4.138 2.278
O -2.505 3.080 2.635
O -3.148 4.537 1.113
H -3.426 4.541 4.313
H -3.074 5.973 3.287
H -4.662 5.129 3.150
C -3.327 -5.709 1.553
N -2.357 -4.581 1.581
O -1.280 -4.776 2.155
O -2.706 -3.532 1.027
H -2.891 -6.563 2.076
H -4.237 -5.373 2.055
H -3.518 -5.954 0.507
C 0.471 -3.054 4.116
N 0.052 -2.629 5.479
O -0.463 -1.510 5.589
O 0.253 -3.429 6.400
H 0.235 -2.256 3.409
H 1.546 -3.240 4.145
H -0.083 -3.963 3.871
C -2.973 6.733 -1.641
N -3.869 7.571 -0.798
O -5.087 7.413 -0.937
O -3.324 8.363 -0.021
H -3.585 6.087 -2.273
H -2.369 7.408 -2.250
H -2.350 6.139 -0.969
C -6.850 -3.846 -2.548
N -5.880 -2.718 -2.521
O -4.802 -2.912 -1.947
O -6.228 -1.669 -3.075
H -6.414 -4.700 -2.026
H -7.760 -3.510 -2.047
H -7.040 -4.091 -3.595
C 2.758 4.595 -4.953
N 3.650 5.757 -5.215
O 3.346 6.834 -4.688
O 4.629 5.556 -5.943
H 1.942 4.916 -4.302
H 2.371 4.253 -5.915
H 3.358 3.822 -4.469
C -6.851 7.311 5.795
N -6.293 6.435 4.730
O -5.762 5.377 5.087
O -6.404 6.834 3.565
H -6.683 6.838 6.765
H -6.331 8.270 5.739
H -7.919 7.426 5.602
C -3.936 -3.382 5.016
N -4.746 -4.521 5.525
O -5.303 -4.376 6.620
O -4.801 -5.530 4.812
H -3.978 -2.567 5.742
H -2.911 -3.736 4.892
H -4.368 -3.072 4.062
C 3.411 10.128 -5.343
N 2.299 10.897 -5.963
O 2.508 11.401 -7.072
O 1.246 10.973 -5.318
H 4.270 10.144 -6.017
H 3.656 10.609 -4.394
H 3.060 9.105 -5.190
C 4.785 -4.964 1.308
N 5.563 -6.146 0.847
O 6.538 -5.931 0.117
O 5.174 -7.254 1.233
H 5.237 -4.060 0.895
H 3.761 -5.083 0.946
H 4.821 -4.950 2.399
C 8.953 -4.131 1.703
N 8.057 -3.293 2.546
O 6.838 -3.451 2.407
O 8.602 -2.501 3.323
H 8.341 -4.778 1.071
H 9.557 -3.456 1.094
H 9.576 -4.725 2.375
C -3.761 -0.199 -6.196
N -3.201 -0.924 -5.024
O -2.659 -2.015 -5.239
O -3.321 -0.379 -3.921
H -3.586 -0.792 -7.096
H -4.832 -0.069 -6.022
H -3.250 0.764 -6.263
C 12.199 -6.821 4.834
N 11.087 -6.052 4.214
O 11.297 -5.548 3.105
O 10.034 -5.976 4.859
H 13.058 -6.805 4.160
H 12.444 -6.340 5.783
H 11.848 -7.844 4.987

***

[4]
9
Properties=species:S:1:pos:R:3 method="wB97M-V/def2-TZVPD" fmax_ev_per_a=3.468 e_homo_ev="-8.97 / -8.95" de_lowest_ev=3.435 lumo_ev="-1.4 / -1.4" energy_ev=-22655.0736
C 0.686 1.007 0.489
N 1.566 1.063 1.418
N -0.959 -1.521 -0.821
P -1.010 1.645 0.416
P 0.072 0.761 -1.239
H 2.430 0.547 1.282
H -0.054 -2.051 -0.839
H -1.505 -1.921 -1.635
H -1.225 0.471 0.929

***

[5]
157
Properties=species:S:1:pos:R:3 method="wB97M-V/def2-TZVPD" charge=-1 fmax_ev_per_a=9.797 e_homo_ev=-7.28 lumo_ev=-4.2 energy_ev=-117470.2791
C -6.533 -2.631 2.325
C -5.765 -2.726 0.989
C -5.942 -4.088 0.253
C -7.260 -4.310 -0.512
C -7.588 -3.211 -1.502
C -7.514 -1.736 -0.934
N -6.312 -1.595 0.025
O -5.703 -0.333 0.202
C -8.843 -1.408 -0.240
C -7.320 -0.655 -2.059
C -4.273 -2.448 1.238
H -6.719 -1.617 2.678
H -5.989 -3.225 3.060
H -7.508 -3.117 2.289
H -5.815 -4.955 0.901
H -5.230 -4.220 -0.561
H -8.054 -4.344 0.233
H -7.349 -5.278 -1.006
H -8.535 -3.425 -1.998
H -6.865 -3.292 -2.314
H -8.995 -0.428 0.214
H -9.019 -2.118 0.568
H -9.685 -1.546 -0.919
H -8.240 -0.621 -2.643
H -6.483 -0.866 -2.724
H -7.163 0.364 -1.707
H -4.225 -1.490 1.756
H -3.727 -2.387 0.297
H -3.794 -3.284 1.748
S 1.371 0.149 -0.183
O 0.241 -0.668 -0.611
O 2.213 -0.528 0.824
O 2.166 0.562 -1.311
O 0.837 1.402 0.379
O 4.480 0.354 1.695
H 3.565 0.212 1.452
H 4.900 -0.495 1.554
O -2.118 3.223 4.488
H -2.119 3.159 3.533
H -2.301 2.333 4.788
O 3.364 -3.068 4.496
H 2.727 -2.735 3.864
H 2.861 -3.191 5.301
O 0.196 0.676 4.618
H 1.115 0.925 4.519
H -0.257 1.149 3.920
O 5.672 4.196 -0.345
H 4.954 3.564 -0.383
H 6.454 3.683 -0.554
O -2.422 5.001 2.094
H -1.490 4.807 2.189
H -2.466 5.611 1.358
O 2.091 -1.265 -3.437
H 1.348 -1.833 -3.640
H 1.806 -0.761 -2.675
O 2.528 1.596 4.533
H 3.455 1.357 4.523
H 2.381 2.025 3.690
O 0.749 4.027 4.191
H -0.153 3.772 4.386
H 0.688 4.948 3.938
O 2.758 3.255 -5.939
H 2.792 2.868 -6.813
H 3.101 2.573 -5.361
O -3.506 1.583 -3.138
H -2.898 1.290 -2.459
H -3.544 0.853 -3.756
O 1.093 5.760 -1.101
H 1.707 6.152 -0.479
H 1.634 5.181 -1.639
O 4.093 1.041 -4.626
H 3.459 0.436 -4.241
H 4.316 0.649 -5.470
O 2.697 4.220 -2.532
H 2.070 3.606 -2.915
H 3.207 3.691 -1.919
O -3.683 0.785 2.556
H -3.551 1.201 1.703
H -4.622 0.875 2.723
O 0.156 -3.165 -0.812
H 0.163 -2.209 -0.761
H -0.759 -3.390 -0.981
O 1.163 -4.708 1.385
H 1.031 -4.493 0.461
H 1.266 -3.860 1.816
O 6.452 2.011 -3.981
H 6.193 2.874 -3.659
H 5.625 1.562 -4.157
O -0.319 -2.515 -3.971
H -1.063 -2.270 -3.421
H -0.571 -3.354 -4.357
O -1.403 -1.321 1.566
H -0.756 -1.285 0.862
H -0.941 -1.731 2.297
O -2.477 -2.710 -2.326
H -2.312 -3.650 -2.389
H -3.205 -2.553 -2.928
O 3.316 -2.668 -0.044
H 2.957 -1.939 0.462
H 2.591 -2.957 -0.598
O 7.101 0.637 -0.718
H 6.163 0.559 -0.888
H 7.442 -0.249 -0.843
O -2.403 -0.153 -1.143
H -1.473 -0.241 -0.936
H -2.626 -0.968 -1.593
O 5.810 -2.191 2.921
H 6.324 -1.590 3.460
H 5.140 -2.532 3.514
O 1.362 -2.250 2.694
H 0.873 -1.575 3.166
H 1.894 -1.764 2.064
O -0.887 1.432 2.380
H -1.635 0.870 2.177
H -0.324 1.369 1.609
O -0.939 -1.812 4.636
H -0.381 -1.060 4.835
H -1.831 -1.491 4.768
O 2.325 3.100 1.981
H 1.605 3.682 2.226
H 1.926 2.460 1.392
O 5.729 -3.958 0.708
H 5.971 -3.424 1.464
H 4.860 -3.642 0.459
O 3.721 2.524 -0.655
H 3.433 2.535 0.258
H 3.544 1.631 -0.952
O 5.969 -2.941 -2.744
H 5.567 -2.072 -2.731
H 6.810 -2.823 -2.302
O 5.073 2.819 2.670
H 4.220 3.253 2.653
H 4.896 1.928 2.369
O 0.633 2.372 -3.111
H 0.117 2.527 -2.321
H 0.993 1.493 -2.995
O -0.847 2.983 -0.773
H -0.258 2.409 -0.284
H -0.529 3.867 -0.588
O 3.170 5.989 0.775
H 3.705 5.291 0.397
H 3.755 6.434 1.388
O -3.249 2.052 0.249
H -2.937 1.303 -0.259
H -2.776 2.801 -0.113
O 4.682 -0.624 -1.580
H 4.417 -1.468 -1.215
H 3.859 -0.169 -1.756
O 0.587 -5.392 -2.537
H 0.717 -4.536 -2.129
H -0.358 -5.450 -2.678
O 0.167 5.775 2.276
H 0.833 5.930 1.606
H -0.274 6.618 2.376
O 2.754 -2.202 -6.142
H 2.500 -3.124 -6.089
H 2.465 -1.826 -5.311

***

[6]
96
Properties=species:S:1:pos:R:3 method="wB97M-V/def2-TZVPD" fmax_ev_per_a=0.783 e_homo_ev="-6.50 / -6.44" de_lowest_ev=0.000 lumo_ev="-0.3 / -0.3" energy_ev=-152454.2134
Re -0.907 -0.776 -0.148
O -2.011 0.403 0.986
N -3.302 0.665 0.610
C -3.989 1.452 1.461
C -5.280 1.802 1.195
C -5.867 1.323 0.012
C -5.143 0.530 -0.833
C -3.810 0.184 -0.540
S -2.844 -0.798 -1.546
H -3.429 1.755 2.331
H -5.818 2.431 1.888
H -6.887 1.581 -0.230
H -5.563 0.144 -1.750
C -0.262 -1.979 3.583
Si -0.418 -3.126 2.088
C 1.237 -3.591 1.312
C -1.155 -4.761 2.678
N -1.432 -2.427 0.841
C -2.755 -2.923 0.787
C -3.181 -3.796 -0.215
C -4.484 -4.261 -0.241
C -5.394 -3.861 0.728
C -4.980 -3.000 1.733
C -3.673 -2.541 1.765
H 0.723 -2.018 4.054
H -0.999 -2.271 4.332
H -0.464 -0.942 3.310
H 1.939 -3.936 2.073
H 1.700 -2.786 0.742
H 1.059 -4.418 0.619
H -0.359 -5.422 3.022
H -1.683 -5.271 1.873
H -1.859 -4.633 3.498
H -2.473 -4.098 -0.976
H -4.795 -4.935 -1.030
H -6.414 -4.222 0.703
H -5.677 -2.683 2.498
H -3.351 -1.859 2.544
C 1.343 -3.398 -3.243
S -0.072 -2.455 -2.651
C -0.077 -1.158 -3.886
O 0.504 -1.796 -1.394
H 2.216 -2.748 -3.245
H 1.130 -3.769 -4.243
H 1.493 -4.233 -2.564
H -0.388 -1.586 -4.837
H 0.919 -0.723 -3.947
H -0.794 -0.409 -3.556
O -1.918 2.332 -1.186
C -0.837 1.950 -1.616
O -0.255 0.829 -1.356
C -0.040 2.831 -2.550
C 1.170 2.404 -3.084
C 1.912 3.242 -3.897
C 1.416 4.509 -4.155
C 0.211 4.964 -3.641
C -0.515 4.108 -2.833
N 2.210 5.414 -5.001
O 3.244 4.984 -5.475
O 1.739 6.506 -5.255
H 1.545 1.427 -2.817
H 2.861 2.940 -4.312
H -0.129 5.961 -3.870
H -1.456 4.413 -2.397
C 3.768 -0.699 4.924
C 2.828 0.319 4.892
C 2.101 0.561 3.736
C 2.306 -0.214 2.603
C 3.254 -1.229 2.637
C 3.983 -1.470 3.791
As 1.240 0.092 0.988
C 2.712 0.339 -0.247
C 3.440 -0.636 -0.907
C 4.489 -0.261 -1.736
C 4.804 1.083 -1.896
C 4.073 2.059 -1.241
C 3.015 1.695 -0.416
C 2.117 2.628 0.285
C 2.147 4.013 0.174
C 1.190 4.774 0.826
C 0.196 4.165 1.579
C 0.154 2.781 1.691
C 1.120 2.022 1.057
H 4.336 -0.887 5.825
H 2.660 0.931 5.768
H 1.371 1.362 3.726
H 3.440 -1.839 1.760
H 4.722 -2.260 3.804
H 3.188 -1.683 -0.786
H 5.067 -1.016 -2.253
H 5.625 1.370 -2.539
H 4.321 3.101 -1.387
H 2.897 4.501 -0.435
H 1.208 5.851 0.730
H -0.559 4.769 2.064
H -0.644 2.298 2.239